(1)
190
Properties=species:S:1:pos:R:3 method="wB97M-V/def2-TZVPD" total_charge=0 homo_lumo_gap_ev=8.85 smiles="COC[C@H](C)N.COC[C@H](C)N.COC[C@H](C)N.COC[C@H](C)N.COC[C@H](C)N.COC[C@H](C)N.COCCNCCOC.COCCNCCOC.COCCNCCOC.NC(N)=O.NC(N)=O" relative_energy_kcal_mol=267.84 lumo_energy_ev=0.367 fmax_ev_per_a=8.70
C -8.77812 2.83752 0.28092
O -8.36033 3.16426 1.42187
N -8.10128 2.70810 -0.76710
N -10.00792 2.52570 0.08747
H -7.14272 2.54739 -0.49244
H -8.45160 2.38086 -1.65608
H -10.67900 2.67794 0.82679
H -10.28937 2.19313 -0.82371
C -1.97095 8.98177 -2.36059
O -2.21020 10.16995 -2.49624
N -1.05912 8.49736 -1.67920
N -2.56101 8.02994 -3.03387
H -0.44121 9.14591 -1.21264
H -0.90984 7.50110 -1.75186
H -3.38624 8.19163 -3.59328
H -2.25915 7.10521 -2.76211
C -8.45399 16.93480 -11.62563
O -7.90016 15.86508 -10.87040
C -7.49359 16.38458 -9.57259
C -6.91394 15.12838 -8.85457
N -7.62655 13.85189 -9.07402
C -6.86588 12.62224 -8.79159
C -7.95308 11.51768 -8.58874
O -7.27514 10.39241 -7.91219
C -6.52966 9.52186 -8.77606
H -8.34597 16.58436 -12.65208
H -7.81339 17.81526 -11.57536
H -9.48039 17.01139 -11.26683
H -8.29537 16.78813 -8.95420
H -6.78000 17.20171 -9.67832
H -6.76294 15.28954 -7.78717
H -5.96503 15.05197 -9.38543
H -7.88673 13.89530 -10.04896
H -6.29491 12.53642 -7.86708
H -6.29925 12.35903 -9.68476
H -8.49844 11.28524 -9.50343
H -8.67755 12.01447 -7.94341
H -5.59105 9.90759 -9.17395
H -7.14783 9.30530 -9.64731
H -6.38616 8.64139 -8.14973
C 11.09626 -14.36754 2.73073
O 10.26514 -15.05267 3.58368
C 10.34424 -14.55090 4.95133
C 10.02552 -13.01523 5.09286
N 8.50971 -12.97207 5.07233
C 8.09437 -11.56689 5.34917
C 6.69294 -11.49838 5.82130
O 5.92002 -10.59286 4.94294
C 4.64349 -10.22039 5.49081
H 10.67034 -13.45749 2.30823
H 11.30493 -14.97483 1.84996
H 12.09345 -14.16360 3.12076
H 11.34467 -14.64523 5.37365
H 9.82387 -15.20873 5.64745
H 10.40983 -12.49586 4.21498
H 10.51203 -12.57334 5.96242
H 8.19161 -13.23710 4.15110
H 8.19906 -11.05695 4.39152
H 8.63653 -10.96046 6.07471
H 6.77523 -11.23076 6.87473
H 6.27173 -12.50011 5.90626
H 4.21836 -9.78072 4.58856
H 4.75686 -9.35470 6.14336
H 4.01457 -11.03376 5.85273
C -0.80705 1.16057 -1.99998
O -1.22371 1.45028 -0.74141
C -0.41248 1.20835 0.42120
C -0.95284 0.03357 1.20256
N -2.39593 0.07713 1.48137
C -3.07942 -1.11734 2.03529
C -2.96951 -1.38944 3.49596
O -1.63820 -1.76908 3.73504
C -1.23033 -1.94907 5.09870
H 0.15219 1.67647 -2.04232
H -1.56254 1.34750 -2.76313
H -0.68046 0.07803 -2.01331
H -0.37657 2.15620 0.95822
H 0.59220 1.01588 0.04481
H -0.34285 0.00252 2.10536
H -0.57398 -0.80676 0.62083
H -2.63866 0.90713 2.00317
H -2.95580 -2.02868 1.45024
H -4.13830 -1.03577 1.78991
H -3.66477 -2.17006 3.80474
H -3.20700 -0.48289 4.05262
H -0.14750 -2.01962 5.20165
H -1.60628 -2.87994 5.52325
H -1.39850 -1.00201 5.61142
C 8.35448 0.46088 -3.15683
C 9.71461 0.07498 -3.88693
C 10.13066 1.01640 -5.07620
O 11.41757 0.91028 -5.68913
C 12.02359 2.00102 -6.43724
N 10.82505 0.00040 -2.99776
H 7.48859 0.46660 -3.81887
H 8.30477 1.48533 -2.78788
H 8.11301 -0.20782 -2.33061
H 9.56640 -0.89207 -4.36751
H 10.19826 1.99621 -4.60343
H 9.38597 0.97051 -5.87083
H 11.45881 2.28266 -7.32594
H 13.04934 1.93129 -6.79930
H 11.94505 2.86249 -5.77406
H 10.91185 0.82287 -2.41801
H 11.66228 0.09074 -3.55542
C -8.75104 -8.55076 3.82907
C -7.93874 -9.54809 4.71379
C -8.55585 -11.01811 4.67156
O -9.89957 -11.00978 5.23079
C -10.08307 -10.89401 6.67606
N -6.48987 -9.37752 4.38258
H -9.82404 -8.62312 4.00665
H -8.55172 -8.55592 2.75746
H -8.55855 -7.55657 4.23236
H -8.03251 -9.08557 5.69633
H -7.89143 -11.65340 5.25727
H -8.76339 -11.27882 3.63375
H -9.66605 -9.99935 7.13842
H -9.75572 -11.81296 7.16234
H -11.15429 -10.88087 6.87711
H -6.19208 -8.58325 4.93080
H -6.29949 -8.97986 3.47389
C -1.77676 4.95361 9.72069
C -0.73372 5.23900 10.94718
C -0.67041 6.80305 11.35460
O 0.11032 7.51451 10.39672
C 0.77174 8.77350 11.00270
N -0.99857 4.49121 12.14665
H -1.72028 3.91699 9.38854
H -1.62306 5.66896 8.91276
H -2.80303 5.17745 10.01183
H 0.25609 4.87296 10.67444
H -0.12577 6.70605 12.29378
H -1.64918 7.26816 11.47199
H 1.77041 8.92502 10.59305
H 0.86645 8.87128 12.08416
H 0.10834 9.56663 10.65783
H -1.37352 4.91769 12.98189
H -1.74455 3.85708 11.89866
C 2.29175 1.14546 -12.30480
C 3.35553 2.20064 -11.95924
C 3.27166 3.43594 -12.90701
O 4.49450 4.16430 -12.71961
C 4.47369 5.31922 -13.48856
N 3.18723 2.60611 -10.65628
H 2.08537 0.43173 -11.50724
H 2.39875 0.52131 -13.19197
H 1.33235 1.64339 -12.44526
H 4.31844 1.70022 -12.06175
H 2.44295 4.06731 -12.58655
H 2.97989 3.03494 -13.87767
H 5.45016 5.76908 -13.30902
H 3.77880 6.10796 -13.20023
H 4.41426 5.10125 -14.55489
H 2.24569 2.96742 -10.60117
H 3.81401 3.36924 -10.44439
C -6.33705 -6.99969 -3.93034
C -5.44493 -6.23742 -2.94120
C -4.01354 -6.75530 -2.62932
O -4.21559 -7.76582 -1.59900
C -3.15901 -8.70764 -1.68323
N -5.17771 -4.93680 -3.52237
H -5.75397 -7.23262 -4.82133
H -7.21068 -6.43985 -4.26417
H -6.71425 -7.89424 -3.43475
H -5.96522 -6.04300 -2.00334
H -3.33995 -5.95608 -2.32008
H -3.53411 -7.16663 -3.51760
H -3.24392 -9.59176 -1.05138
H -2.28710 -8.15283 -1.33674
H -2.95916 -9.26679 -2.59730
H -4.75044 -4.20254 -2.97610
H -6.10132 -4.56028 -3.68138
C 6.10356 -2.18896 9.94766
C 6.77447 -1.02693 9.14370
C 5.68059 0.05536 8.73973
O 6.10326 1.27182 8.02983
C 5.65116 2.49888 8.52678
N 7.79510 -0.53031 9.99146
H 5.54649 -1.83089 10.81343
H 6.78014 -3.01749 10.15712
H 5.38514 -2.45745 9.17314
H 7.38909 -1.39407 8.32179
H 4.93381 0.15520 9.52742
H 5.09876 -0.41598 7.94763
H 6.06245 2.53786 9.53545
H 4.56165 2.49293 8.49443
H 6.16165 3.16451 7.83077
H 7.93500 0.37974 9.57631
H 7.39189 -0.27549 10.88173



(2)
187
Properties=species:S:1:pos:R:3 method="wB97M-V/def2-TZVPD" total_charge=+7 homo_lumo_gap_ev=7.63 lumo_energy_ev=-14.569 fmax_ev_per_a=3.05
C -0.55876 -7.87598 -3.35933
C -1.99498 -7.31063 -3.13362
N -2.81907 -6.63434 -4.23438
C -3.20514 -7.83327 -5.19116
C -4.10174 -6.13780 -3.54380
C -5.14161 -7.09925 -2.96193
C -2.07876 -5.53057 -5.07834
C -1.51762 -4.36290 -4.16748
O -2.60876 -3.73188 -3.49713
C -2.18380 -3.08366 -2.25499
H 0.22449 -7.12425 -3.45696
H -0.62497 -8.61284 -4.15980
H -0.25191 -8.48820 -2.51132
H -2.04793 -6.69391 -2.23644
H -2.48431 -8.21912 -2.78248
H -3.71878 -8.64093 -4.66966
H -2.29846 -8.28668 -5.59173
H -3.77161 -7.39630 -6.01352
H -4.50554 -5.47642 -4.31035
H -3.76004 -5.53993 -2.69887
H -5.93522 -6.52359 -2.48557
H -4.69747 -7.68080 -2.15408
H -5.44284 -7.75927 -3.77540
H -2.69260 -5.05429 -5.84284
H -1.29341 -6.10127 -5.57396
H -1.11633 -3.56792 -4.79604
H -0.70338 -4.79354 -3.58467
H -1.50651 -2.26092 -2.48409
H -1.68568 -3.70458 -1.51041
H -3.00819 -2.58876 -1.74160
C -5.63708 4.48044 -3.24371
C -4.59822 3.44370 -2.86721
N -4.91206 2.65926 -1.50573
C -4.90016 3.77000 -0.33530
C -6.38377 2.15958 -1.63709
C -6.81345 1.11857 -0.53464
C -3.80288 1.59790 -1.21443
C -3.32783 0.83085 -2.42721
O -4.28312 -0.01705 -3.07191
C -3.90637 -0.51750 -4.28879
H -5.62602 5.27506 -2.49769
H -6.68615 4.20773 -3.35859
H -5.34509 5.04613 -4.12850
H -3.61010 3.84790 -2.64732
H -4.55581 2.66757 -3.63135
H -3.88477 4.16227 -0.39203
H -4.80068 3.37650 0.67632
H -5.71959 4.48876 -0.33626
H -6.39160 1.69872 -2.62484
H -7.06876 3.00442 -1.70863
H -6.19683 0.23139 -0.39050
H -7.81323 0.74623 -0.75802
H -6.81844 1.55761 0.46301
H -4.09102 0.99786 -0.35129
H -2.94564 2.23313 -0.99140
H -2.51471 0.17934 -2.10710
H -2.84737 1.48547 -3.15435
H -4.63491 -1.24897 -4.63849
H -3.09365 -1.23146 -4.15515
H -3.51729 0.14002 -5.06621
C -1.75534 -2.18252 1.20911
C -1.35232 -2.77289 2.54889
N -2.45153 -3.03493 3.58656
C -3.25150 -1.67375 3.78360
C -3.48794 -4.15646 3.10857
C -4.50994 -4.55364 4.20830
C -1.88214 -3.39638 5.00758
C -1.20835 -4.73789 5.22630
O -0.27547 -5.21693 4.16981
C 0.95785 -4.54322 4.30200
H -2.00657 -1.13077 1.34621
H -2.50738 -2.61959 0.55222
H -0.87191 -2.13589 0.57235
H -0.64794 -2.11457 3.05737
H -0.79389 -3.70372 2.44990
H -2.47515 -0.90867 3.78007
H -3.89243 -1.71166 4.66443
H -3.76015 -1.45702 2.84423
H -2.78205 -4.98053 3.00494
H -3.87829 -3.80235 2.15445
H -5.06614 -3.72380 4.64431
H -4.01436 -5.16430 4.96301
H -5.20358 -5.20825 3.68062
H -2.68095 -3.28698 5.74110
H -1.18274 -2.59714 5.25283
H -1.80865 -5.61994 5.44925
H -0.72839 -4.66776 6.20243
H 1.64813 -4.96333 3.57048
H 1.37266 -4.67834 5.30088
H 0.89554 -3.48522 4.04730
C 4.59148 -2.00079 1.17222
C 3.86906 -2.39817 2.49082
C 4.67850 -3.24767 3.45413
O 3.90891 -3.55075 4.67596
C 4.54644 -4.23421 5.74628
N 3.46106 -1.06107 3.19306
H 3.10822 -1.33858 4.09783
H 4.23463 -0.42335 3.31556
H 2.72725 -0.56863 2.70405
H 4.18595 -1.17276 0.59084
H 4.56007 -2.96956 0.67363
H 5.66835 -1.88175 1.29175
H 2.91192 -2.87434 2.27813
H 5.50645 -2.62172 3.78702
H 5.02762 -4.13649 2.92857
H 4.72276 -5.24659 5.38285
H 3.98482 -4.38872 6.66759
H 5.54600 -3.81894 5.87482
C 3.41838 4.72139 0.89582
C 4.25886 5.90948 1.33138
C 4.28267 5.98524 2.88972
O 5.05635 7.07499 3.31841
C 5.28959 7.06158 4.69791
N 5.72776 5.86324 0.83064
H 5.79223 5.72616 -0.16794
H 6.14743 6.75982 1.03096
H 6.27842 5.18659 1.33959
H 3.65641 3.78982 1.40925
H 3.33435 4.47809 -0.16336
H 2.40564 4.91488 1.24937
H 3.82641 6.83056 0.94062
H 4.75555 5.06936 3.24416
H 3.30160 6.02819 3.36275
H 6.26821 7.48871 4.91693
H 5.49454 6.06374 5.08570
H 4.48900 7.50702 5.28844
C 4.29412 -1.60616 -4.60147
C 4.35147 -1.35921 -3.12368
C 5.19185 -0.14325 -2.66797
O 5.16072 -0.01590 -1.25619
C 6.08984 0.99855 -0.71470
N 2.91882 -1.22263 -2.58833
H 2.44212 -2.09090 -2.39096
H 2.80368 -0.73978 -1.70873
H 2.32636 -0.65636 -3.17861
H 4.30698 -0.69703 -5.20264
H 3.38885 -2.12204 -4.92161
H 5.14788 -2.11921 -5.04415
H 4.60974 -2.31979 -2.67794
H 4.92147 0.77493 -3.18946
H 6.22101 -0.42803 -2.88664
H 5.76556 1.96462 -1.10155
H 7.10118 0.77703 -1.05559
H 6.05409 0.82616 0.36099
C 1.23014 3.09799 3.78906
C -0.21060 3.55227 4.14830
C -0.24651 4.95501 4.79871
O 0.39888 5.87491 3.92399
C 0.46023 7.23396 4.25610
N -1.05962 3.64603 2.87698
H -0.97806 2.84405 2.26848
H -2.04667 3.74570 3.06641
H -0.77209 4.54036 2.50603
H 1.76904 3.79701 3.14947
H 1.10877 2.08995 3.39256
H 1.85195 2.99780 4.67868
H -0.78596 2.86671 4.77045
H 0.29237 4.94665 5.74614
H -1.24720 5.29216 5.06903
H -0.56847 7.58669 4.33002
H 0.97144 7.79531 3.47403
H 0.93865 7.31911 5.23179
C -0.04605 3.82535 -3.56884
C 1.09809 4.48472 -2.91204
C 2.43748 4.22283 -3.65857
O 3.56014 4.94186 -3.20196
C 4.58543 5.00087 -4.18433
N 0.91102 6.03714 -2.81558
H 1.04204 6.47488 -3.71631
H 0.06638 6.37636 -2.37786
H 1.63877 6.42449 -2.23210
H 0.06577 2.76782 -3.80805
H -0.33189 4.29001 -4.51249
H -0.89099 3.94154 -2.89010
H 1.20839 4.05738 -1.91538
H 2.30693 4.32532 -4.73586
H 2.69406 3.16458 -3.60980
H 5.39321 5.65017 -3.84669
H 4.26693 5.42443 -5.13683
H 5.08426 4.04795 -4.36094
As 0.49962 1.13518 0.03072
F -0.43912 2.04796 -1.24158
F 1.04182 2.65204 0.78675
F 1.37369 0.14526 1.31429
F -0.11572 -0.37807 -0.70596
F 2.05437 1.11493 -0.92017
F -0.87113 1.24844 1.16445